Record 1
{"formula": "C25H40NO14P3", "method": "ωB97M-V/def2-TZVPD", "lumo_ev": -2.23, "energy_ha": -3108.67896, "total_charge": 0, "orbital_gap_ha": 0.2501, "spin_multiplicity": 1, "max_force_ev_per_a": 9.2, "homo_energy_ev": -9.0, "smiles": "Cc1cccc(Cc2ccc3c(c2)C(=O)NC3=O)c1.COP(=O)(OC)OC.COP(=O)(OC)OC.COP(=O)(OC)OC", "species": ["C", "C", "C", "C", "C", "C", "C", "C", "C", "C", "C", "C", "C", "C", "O", "N", "C", "O", "C", "H", "H", "H", "H", "H", "H", "H", "H", "H", "H", "H", "H", "H", "C", "O", "P", "O", "O", "C", "O", "C", "H", "H", "H", "H", "H", "H", "H", "H", "H", "C", "O", "P", "O", "O", "C", "O", "C", "H", "H", "H", "H", "H", "H", "H", "H", "H", "C", "O", "P", "O", "O", "C", "O", "C", "H", "H", "H", "H", "H", "H", "H", "H", "H"], "coordinates": [[5.08672, 4.01221, 1.84085], [4.51321, 5.06566, 0.88513], [4.98230, 6.38206, 0.96538], [4.45481, 7.36595, 0.13588], [3.45394, 7.01452, -0.78459], [2.99887, 5.70810, -0.85548], [1.86925, 5.26299, -1.81291], [0.58113, 5.20947, -0.95740], [-0.11345, 4.02297, -0.72286], [-1.25606, 4.05307, 0.10171], [-1.60658, 5.26459, 0.64060], [-0.95012, 6.49883, 0.41321], [0.16678, 6.43505, -0.40247], [-1.60450, 7.66291, 1.14608], [-1.46862, 8.84576, 1.02575], [-2.48459, 6.99369, 2.10132], [-2.73804, 5.64634, 1.58569], [-3.70636, 5.04218, 1.96081], [3.52456, 4.70332, -0.02190], [4.29077, 3.28455, 2.06228], [5.29601, 4.51366, 2.80044], [5.98668, 3.52998, 1.43444], [5.76719, 6.61191, 1.68826], [4.79009, 8.40378, 0.19922], [3.03697, 7.80879, -1.40813], [1.71688, 6.05209, -2.56200], [2.11264, 4.27999, -2.23103], [0.23610, 3.08531, -1.16360], [-1.83759, 3.16090, 0.33391], [0.74950, 7.33871, -0.60335], [-1.85730, 6.78713, 2.88595], [3.11574, 3.69133, -0.08994], [-1.38110, -1.69356, -2.39903], [-2.19831, -1.45744, -1.25760], [-1.66415, -0.73775, 0.16066], [-0.34586, -0.26338, -0.39539], [-1.54434, -2.16874, 0.92297], [-0.80948, -3.23375, 0.32980], [-1.34160, 0.06718, 1.62470], [-2.45970, 0.27760, 2.51271], [-1.88175, -1.27860, -3.27398], [-0.38069, -1.28035, -2.33779], [-1.30689, -2.77420, -2.53880], [0.05097, -2.86158, -0.22669], [-1.46316, -3.82501, -0.31201], [-0.45009, -3.87910, 1.12624], [-2.91719, -0.67476, 2.79110], [-3.20579, 0.91862, 2.03914], [-2.09311, 0.76901, 3.41157], [-0.49522, -2.74599, 3.57272], [-0.05135, -2.72929, 4.92399], [0.30600, -4.10584, 5.78897], [0.33014, -5.13211, 4.70358], [-1.09773, -4.04916, 6.60487], [-2.32935, -4.07509, 5.90361], [0.96370, -5.08131, 6.99081], [1.45375, -4.41350, 8.17054], [0.13302, -2.07404, 2.98742], [-0.49062, -3.72563, 3.11122], [-1.51277, -2.35493, 3.55332], [-2.26779, -4.69877, 5.01089], [-2.63612, -3.05900, 5.64904], [-3.08207, -4.49791, 6.56718], [0.65471, -3.84434, 8.65105], [2.27856, -3.74641, 7.91424], [1.81489, -5.16971, 8.86381], [1.16082, -4.09427, -6.65680], [-0.02566, -4.52276, -7.30852], [-1.48692, -4.72768, -6.52980], [-1.20550, -4.06789, -5.21894], [-1.29971, -6.34216, -6.50618], [-0.16513, -6.92161, -5.88362], [-3.13738, -4.94330, -6.28242], [-3.93186, -5.25602, -7.44426], [1.57446, -3.24808, -7.20717], [1.02668, -3.80873, -5.61810], [1.87954, -4.91492, -6.70854], [0.14769, -6.34836, -5.01002], [0.65038, -7.01288, -6.60273], [-0.43965, -7.92329, -5.55703], [-3.57794, -6.17498, -7.91675], [-3.89488, -4.43468, -8.16170], [-4.96137, -5.39742, -7.12357]], "forces_ev_per_angstrom": [[-0.750, 0.685, 0.114], [0.408, -0.920, 0.582], [-0.127, 0.103, -0.259], [-0.214, -0.313, -0.066], [0.330, 0.418, 0.315], [-0.371, -1.121, -0.682], [-0.233, 0.783, 1.411], [0.501, 0.139, -0.512], [-0.285, 0.236, 0.271], [0.415, -0.172, -0.310], [-1.411, 2.030, 1.114], [0.725, -1.023, -1.173], [-0.090, 0.552, -0.018], [0.224, -1.321, -0.005], [0.102, -0.730, 0.067], [0.413, 0.143, -0.364], [-0.235, -0.430, 0.283], [0.698, -0.212, -0.420], [0.094, 1.284, -0.178], [0.502, -0.064, -0.208], [0.289, -0.320, -0.352], [-0.310, 0.073, 0.237], [-0.243, 0.018, -0.186], [-0.047, -0.369, -0.007], [0.033, -0.384, 0.008], [0.162, -0.532, -0.158], [-0.178, 0.365, -0.166], [-0.168, 0.282, 0.182], [0.224, 0.194, -0.109], [-0.202, -0.297, 0.013], [-0.527, 0.527, 0.455], [0.285, 0.260, 0.144], [0.071, 0.478, -1.032], [-2.555, 0.507, 1.927], [8.572, -2.767, -1.842], [-0.655, 0.711, -0.066], [-0.925, 0.471, 0.868], [-0.324, -0.343, -0.510], [-3.950, 0.506, -0.463], [0.052, -0.015, 0.224], [0.001, -0.033, 0.020], [-0.108, 0.174, 0.327], [-0.222, -0.005, 0.180], [-0.096, 0.127, -0.046], [0.100, 0.038, -0.121], [-0.092, 0.118, 0.104], [-0.014, 0.026, 0.029], [-0.015, 0.044, 0.141], [0.099, -0.012, -0.069], [0.452, 0.310, -0.773], [1.608, 0.411, 2.475], [-5.030, -4.677, -3.219], [0.664, 0.627, 0.305], [0.615, -0.031, 0.865], [-0.189, 0.431, -0.135], [1.538, 3.362, -0.119], [-0.049, -0.039, 0.237], [-0.014, -0.011, 0.038], [0.150, -0.192, 0.395], [0.045, -0.004, 0.233], [0.112, 0.062, -0.031], [-0.016, -0.030, -0.147], [0.144, -0.014, 0.113], [0.008, -0.034, 0.004], [0.038, -0.046, 0.117], [-0.038, -0.071, -0.116], [0.498, 0.870, 0.021], [-2.267, -0.018, -1.761], [2.784, -2.532, 6.736], [-0.278, 0.487, -0.802], [-0.937, -0.062, -0.420], [0.392, -0.080, -0.306], [0.704, 1.477, -3.350], [-0.168, -0.187, -0.047], [-0.037, -0.006, 0.025], [-0.349, -0.037, -0.029], [-0.184, -0.099, -0.096], [-0.009, 0.106, -0.069], [0.098, 0.063, 0.090], [-0.165, 0.051, -0.068], [-0.019, 0.003, 0.031], [-0.127, -0.039, -0.009], [0.071, 0.041, 0.120]]}

Record 2
{"formula": "C35H39N4O3", "method": "ωB97M-V/def2-TZVPD", "lumo_ev": -4.42, "energy_ha": -1801.39947, "total_charge": 1, "orbital_gap_ha": 0.2013, "de_lowest_kcal_mol": 171.8, "spin_multiplicity": 1, "max_force_ev_per_a": 5.3, "homo_energy_ev": -9.9, "smiles": "CN1C(=O)[C@@H](Cc2ccccc2)N(/C=C/[C@@H](c2cccc([N+](=O)[O-])c2)[C@H]2Cc3ccccc3C2=[N+]2CCCC2)C1(C)C", "species": ["C", "N", "C", "O", "C", "C", "C", "C", "C", "C", "C", "C", "N", "C", "C", "C", "C", "C", "C", "N", "O", "O", "C", "C", "C", "C", "C", "C", "H", "H", "H", "H", "H", "H", "H", "H", "H", "H", "H", "H", "H", "H", "H", "H", "H", "H", "H", "H", "H", "H", "H", "H", "C", "C", "C", "N", "C", "C", "C", "C", "C", "C", "C", "C", "C", "C", "H", "H", "H", "H", "H", "H", "H", "H", "H", "H", "H", "H", "H", "H", "H"], "coordinates": [[-1.44656, 5.55442, 1.57722], [-1.41144, 4.13091, 1.34769], [-2.52481, 3.37335, 1.53830], [-3.64351, 3.79785, 1.83970], [-2.13619, 1.91854, 1.30838], [-2.97777, 1.21525, 0.23655], [-4.45486, 1.16422, 0.55528], [-5.37157, 1.52143, -0.43613], [-6.73842, 1.52467, -0.15149], [-7.18795, 1.11963, 1.11351], [-6.26759, 0.71773, 2.09038], [-4.89699, 0.73047, 1.80946], [-0.72347, 2.00699, 0.94405], [-0.05586, 0.85203, 0.63209], [1.30081, 0.74094, 0.49227], [2.05902, -0.38092, -0.11660], [3.57244, -0.22731, 0.20610], [4.11515, 1.04640, 0.15090], [5.47192, 1.30586, 0.50986], [5.92808, 2.63670, 0.64815], [7.11284, 2.79335, 1.04303], [5.14221, 3.57950, 0.38064], [6.33400, 0.23962, 0.81421], [5.81032, -1.03991, 0.85040], [4.44771, -1.27558, 0.60180], [-0.18186, 3.39170, 1.09308], [0.49065, 3.93664, -0.17313], [0.76855, 3.51947, 2.28552], [-2.48341, 5.85305, 1.72688], [-0.86768, 5.83702, 2.45946], [-1.04127, 6.09240, 0.72122], [-2.23108, 1.37013, 2.26250], [-2.82949, 1.74513, -0.72079], [-2.59935, 0.18725, 0.10829], [-4.99324, 1.83356, -1.41289], [-7.44627, 1.83934, -0.91764], [-8.25359, 1.11217, 1.33770], [-6.60315, 0.39401, 3.07572], [-4.16130, 0.43367, 2.56046], [-0.67405, -0.04553, 0.58202], [1.86918, 1.61814, 0.75940], [1.50126, -0.48495, -1.11531], [3.54911, 1.90456, -0.18217], [7.37152, 0.47019, 1.03658], [6.50015, -1.87864, 1.05082], [4.09209, -2.31305, 0.71180], [-0.19660, 3.87140, -1.02656], [0.74977, 4.99272, -0.00718], [1.41276, 3.39540, -0.40829], [0.21277, 3.37853, 3.22022], [1.57836, 2.78770, 2.23839], [1.21225, 4.52419, 2.27696], [0.43368, -3.71031, -4.79075], [1.86424, -3.19578, -4.72547], [2.06448, -2.55679, -3.34282], [0.84188, -2.88651, -2.57686], [0.59227, -2.48961, -1.31752], [1.71954, -1.75680, -0.33343], [1.38676, -2.30662, 1.05655], [0.20841, -3.21299, 0.89113], [-0.27621, -3.25734, -0.44166], [-1.36301, -4.10969, -0.72581], [-1.98576, -4.81263, 0.29950], [-1.48927, -4.76558, 1.60422], [-0.37143, -3.97857, 1.88834], [-0.10876, -3.65728, -3.37402], [-0.18484, -3.09069, -5.42996], [0.36613, -4.72140, -5.17553], [2.56695, -4.02022, -4.85638], [2.06156, -2.47236, -5.51515], [2.97409, -2.95851, -2.85610], [2.17857, -1.46156, -3.42424], [2.64732, -2.13274, -0.81762], [2.26836, -2.91751, 1.27875], [1.23247, -1.56584, 1.86765], [-1.75193, -4.18220, -1.72216], [-2.84959, -5.41012, 0.07326], [-1.96637, -5.35641, 2.37813], [0.05606, -3.97741, 2.88139], [-1.09163, -3.17497, -3.34790], [-0.22749, -4.67394, -2.97431]], "forces_ev_per_angstrom": [[0.205, 0.293, -0.004], [-0.496, -0.278, 0.085], [-1.222, 0.493, 0.288], [1.633, -0.691, -0.443], [0.169, -0.199, 0.262], [-0.063, 0.128, -0.235], [0.021, -0.227, -0.067], [-0.122, 0.111, 0.457], [0.104, -0.234, 0.255], [0.322, 0.018, -0.114], [0.263, -0.005, -0.245], [-0.425, 0.207, -0.339], [-0.480, 0.183, -0.147], [1.853, 0.151, 0.416], [-2.233, -0.013, 1.092], [0.309, 2.803, -2.717], [0.188, -0.130, -0.805], [1.699, 0.887, 0.263], [-1.667, -2.789, -0.087], [1.578, 3.334, 0.147], [-2.702, -0.133, -0.892], [1.605, -2.003, 0.578], [-0.371, 1.012, -0.060], [-0.140, -0.536, -0.171], [-0.194, 0.040, -0.235], [0.107, -0.471, -0.122], [-0.124, -0.090, -0.140], [-0.046, 0.154, 0.164], [0.080, -0.133, -0.021], [-0.035, -0.051, 0.033], [-0.053, 0.040, -0.040], [-0.141, 0.263, -0.165], [0.007, -0.217, 0.301], [-0.112, 0.296, -0.004], [-0.225, -0.037, 0.275], [0.115, -0.103, 0.226], [0.251, 0.034, -0.055], [-0.016, 0.106, -0.279], [-0.361, 0.068, -0.118], [-0.063, 0.300, -0.271], [0.100, -0.255, -0.313], [2.513, 3.399, -1.399], [-0.067, -0.075, 0.087], [-0.193, -0.212, -0.001], [-0.648, 0.487, 0.025], [0.226, 0.639, -0.169], [0.176, -0.013, 0.189], [-0.022, -0.371, -0.099], [-0.178, 0.133, 0.035], [0.169, -0.013, -0.146], [-0.118, 0.178, 0.071], [-0.060, -0.277, 0.142], [-0.289, 0.205, -0.066], [0.518, -0.124, -0.074], [0.352, 0.759, -0.307], [-0.189, 1.602, 1.952], [1.825, -1.250, 0.053], [-1.254, -4.730, 2.019], [0.082, -2.217, -0.048], [-0.214, 0.306, -0.298], [-0.453, -0.069, 0.657], [-0.182, 0.214, 0.387], [0.475, 0.304, -0.209], [0.378, 0.295, -0.268], [-0.403, -0.296, -0.061], [-0.634, -0.660, -0.057], [0.000, 0.136, -0.144], [0.096, -0.082, -0.078], [-0.008, 0.115, 0.019], [0.041, -0.058, 0.063], [-0.608, 0.165, 0.073], [-0.067, -0.453, 0.154], [-0.577, -0.349, 0.614], [-0.248, -0.056, 0.665], [0.202, -0.163, -0.791], [-0.273, -0.030, 0.009], [-0.168, -0.168, -0.052], [0.082, 0.097, -0.019], [-0.038, 0.082, 0.070], [0.241, -0.050, 0.098], [0.197, 0.271, 0.149]]}